Entry 1:
{
  "formula": "C28H23Br4Cl2N6O3SZr",
  "method": "ωB97M-V with the def2-TZVPD basis set",
  "total_charge": -1,
  "elements": ["Zr", "Br", "Br", "Br", "Br", "Cl", "Cl", "S", "O", "O", "O", "N", "N", "N", "N", "N", "N", "C", "C", "C", "C", "C", "C", "C", "C", "C", "C", "C", "C", "C", "C", "C", "C", "C", "C", "C", "C", "C", "C", "C", "C", "C", "C", "C", "C", "H", "H", "H", "H", "H", "H", "H", "H", "H", "H", "H", "H", "H", "H", "H", "H", "H", "H", "H", "H", "H", "H", "H"],
  "coordinates": [[-0.268, -0.114, -0.250], [-0.737, -5.019, 1.678], [-0.088, -6.289, -3.890], [-0.460, -7.310, -0.755], [0.069, -2.988, -4.503], [3.434, 2.121, -0.354], [-0.722, 1.632, -3.826], [-2.205, -0.172, 2.369], [-0.201, -1.425, -1.920], [-1.611, 1.811, 0.304], [-0.587, -2.209, 0.487], [0.733, 1.191, -1.213], [0.709, 0.223, 1.973], [1.937, -1.077, -0.036], [-1.647, 1.814, 4.034], [-2.621, -0.177, -1.044], [0.181, 1.016, 2.968], [3.835, -1.530, 1.320], [-0.390, -5.462, -1.164], [0.850, 2.260, -3.390], [-4.493, 1.056, -1.846], [2.776, 3.548, -4.026], [-1.697, 3.589, 5.695], [1.368, 1.929, -2.109], [4.476, -2.118, 0.244], [-0.499, -4.522, -0.129], [-1.106, 0.921, 3.147], [-0.169, -3.664, -2.755], [3.840, -2.148, -0.984], [-4.436, -1.320, -2.077], [-0.255, -2.727, -1.738], [2.668, 2.476, -1.885], [1.518, 3.037, -4.315], [3.349, 3.256, -2.794], [-3.200, -1.306, -1.460], [-0.448, -3.154, -0.389], [-3.257, 0.979, -1.222], [-5.089, -0.113, -2.283], [2.565, -0.130, 3.541], [-0.231, -5.039, -2.475], [-2.536, 2.196, -0.693], [2.567, -1.611, -1.078], [2.560, -1.003, 1.143], [1.864, -0.277, 2.224], [-0.826, 2.627, 4.906], [4.331, 3.629, -2.531], [-1.975, 2.672, -1.499], [2.024, -1.591, -2.013], [2.787, -1.117, 3.952], [1.943, 0.421, 4.236], [5.469, -2.534, 0.363], [-2.572, 1.571, 4.345], [4.307, -2.577, -1.859], [-0.235, 2.001, 5.587], [1.045, 3.234, -5.268], [3.302, 4.155, -4.751], [3.512, 0.400, 3.409], [-2.245, 4.252, 5.024], [-1.088, 4.200, 6.362], [-0.111, 3.173, 4.290], [-2.649, -2.221, -1.290], [-3.257, 2.911, -0.288], [-4.974, 2.017, -1.973], [4.324, -1.473, 2.280], [-6.054, -0.086, -2.771], [-4.865, -2.260, -2.392], [-2.423, 3.050, 6.308], [-2.121, 1.397, 1.051]],
  "forces_ev_per_a": [[0.214, -0.397, 0.656], [-0.001, -0.001, 0.015], [-0.001, 0.012, 0.008], [-0.002, 0.031, -0.005], [-0.006, 0.003, -0.006], [0.010, -0.004, -0.002], [0.007, 0.008, 0.025], [0.061, -0.047, -0.046], [-0.025, -0.052, -0.159], [-0.056, 0.125, 0.008], [-0.038, 0.080, 0.029], [-0.717, 0.194, -0.341], [0.063, -0.088, -0.164], [-0.078, 0.124, 0.030], [0.007, -0.053, 0.070], [0.166, 0.025, -0.100], [-0.034, -0.012, 0.051], [-0.038, 0.019, 0.037], [0.007, -0.042, -0.024], [-0.070, -0.025, -0.049], [0.006, -0.013, 0.007], [0.028, 0.024, -0.009], [-0.029, -0.013, -0.012], [0.455, -0.014, 0.146], [0.012, -0.022, -0.064], [0.007, 0.054, -0.003], [-0.044, 0.115, -0.148], [0.081, 0.015, 0.049], [0.037, -0.004, 0.058], [-0.019, 0.010, -0.009], [-0.137, 0.026, -0.033], [-0.086, -0.029, 0.013], [-0.011, -0.014, 0.012], [-0.033, -0.027, -0.003], [0.016, 0.016, 0.000], [0.011, -0.061, -0.087], [0.021, 0.096, -0.001], [0.019, -0.024, 0.003], [-0.004, -0.045, -0.013], [0.009, -0.037, 0.019], [0.001, -0.058, -0.032], [-0.046, 0.004, -0.033], [0.076, -0.043, -0.047], [0.023, 0.047, 0.109], [0.034, 0.024, 0.012], [0.003, 0.007, -0.015], [0.044, -0.021, 0.003], [-0.003, 0.009, 0.004], [0.007, 0.012, 0.015], [-0.009, -0.002, -0.006], [0.000, -0.001, -0.001], [-0.002, 0.010, 0.007], [0.001, -0.001, -0.001], [0.000, -0.005, -0.010], [0.003, 0.006, -0.002], [0.003, 0.004, 0.007], [0.001, 0.005, -0.008], [0.001, 0.003, 0.005], [0.006, 0.002, -0.002], [-0.002, -0.001, 0.001], [0.009, 0.007, 0.014], [0.010, 0.018, -0.021], [-0.001, -0.001, 0.001], [-0.013, 0.012, 0.006], [-0.001, -0.002, -0.001], [-0.009, 0.006, -0.006], [0.003, 0.001, 0.003], [0.053, 0.007, 0.037]]
}


Entry 2:
{
  "formula": "C28H23BrF3N3O2PdSSb",
  "method": "ωB97M-V with the def2-TZVPD basis set",
  "total_charge": 3,
  "elements": ["Sb", "Pd", "Br", "S", "F", "F", "F", "O", "O", "N", "N", "N", "C", "C", "C", "C", "C", "C", "C", "C", "C", "C", "C", "C", "C", "C", "C", "C", "C", "C", "C", "C", "C", "C", "C", "C", "C", "C", "C", "C", "H", "H", "H", "H", "H", "H", "H", "H", "H", "H", "H", "H", "H", "H", "H", "H", "H", "H", "H", "H", "H", "H", "H"],
  "coordinates": [[3.149, -0.568, -1.200], [0.481, 1.243, 0.434], [-0.855, 2.543, 2.511], [1.229, 2.773, -1.115], [5.489, -6.219, -1.474], [6.458, 2.316, 3.091], [4.723, 1.962, -6.517], [1.286, -0.547, -0.219], [1.118, -2.763, 0.261], [-0.170, 0.085, 1.832], [0.203, 4.170, -3.083], [-0.858, 2.269, -2.928], [5.693, -3.977, -0.885], [0.852, -1.653, 0.544], [4.378, 1.429, -5.366], [5.709, 1.712, 2.189], [3.662, 0.639, 1.614], [-0.463, -2.054, 2.730], [3.681, 0.337, -2.973], [5.415, 0.908, -0.033], [-0.854, 4.323, -4.095], [-0.820, 0.663, 2.816], [4.194, 2.278, -4.277], [-1.443, 2.907, -4.130], [-1.341, -0.076, 3.859], [-1.153, -1.457, 3.792], [5.125, -2.718, -0.818], [-1.277, 0.935, -2.563], [4.940, -5.022, -1.404], [3.816, -2.539, -1.270], [0.037, -1.227, 1.746], [4.208, 0.053, -5.297], [3.807, 1.730, -3.074], [0.098, 3.026, -2.421], [6.210, 1.536, 0.910], [4.446, 1.273, 2.559], [3.635, -4.859, -1.851], [4.140, 0.447, 0.317], [3.068, -3.603, -1.786], [3.829, -0.499, -4.091], [0.808, 4.919, -2.788], [2.700, 0.256, 1.924], [3.092, -5.711, -2.236], [-0.311, -3.123, 2.671], [-1.554, -2.079, 4.582], [3.667, 2.367, -2.212], [5.705, -1.903, -0.402], [5.808, 0.777, -1.035], [-2.361, 0.910, -2.464], [4.361, 3.340, -4.400], [3.710, -1.573, -4.006], [-1.577, 5.068, -3.767], [4.374, -0.551, -6.179], [6.700, -4.163, -0.537], [-2.529, 2.893, -4.071], [7.203, 1.892, 0.669], [-0.438, 4.632, -5.050], [-1.134, 2.347, -5.013], [4.110, 1.423, 3.576], [2.053, -3.469, -2.133], [-0.836, 0.647, -1.614], [-1.859, 0.392, 4.684], [-0.978, 0.216, -3.327]],
  "forces_ev_per_a": [[1.341, -0.436, 0.656], [-0.353, 0.994, -0.228], [0.043, -0.210, -0.127], [-0.058, -0.079, -0.056], [-0.021, -0.018, 0.019], [0.002, 0.005, 0.012], [0.038, 0.033, -0.067], [-0.084, -0.178, -0.308], [0.030, -0.030, -0.079], [0.095, -0.240, 0.194], [0.018, 0.005, -0.139], [-0.112, 0.041, 0.062], [-0.042, -0.111, -0.075], [-0.238, 0.089, 0.317], [-0.014, 0.011, -0.003], [0.012, 0.019, 0.011], [0.049, -0.188, 0.056], [0.035, -0.067, -0.046], [-0.956, 0.177, -0.421], [-0.031, 0.063, 0.042], [0.007, 0.026, 0.023], [-0.045, -0.062, 0.140], [-0.003, -0.031, -0.014], [0.027, -0.025, -0.025], [-0.004, -0.065, 0.017], [-0.020, 0.049, -0.022], [-0.086, 0.014, 0.069], [0.031, -0.028, -0.067], [0.130, 0.085, 0.065], [-0.412, -0.237, -0.058], [0.073, 0.013, -0.080], [0.001, -0.010, -0.011], [0.281, -0.137, 0.058], [0.094, 0.113, 0.093], [0.025, -0.003, -0.070], [-0.022, 0.012, -0.018], [0.031, 0.054, -0.015], [0.040, 0.256, -0.163], [0.136, 0.135, -0.054], [0.128, 0.005, 0.182], [-0.030, 0.020, 0.048], [-0.113, -0.037, -0.008], [0.006, 0.001, -0.017], [-0.018, 0.001, 0.040], [0.015, -0.006, 0.004], [0.010, -0.015, -0.052], [-0.004, 0.002, 0.028], [-0.015, 0.016, -0.009], [-0.006, 0.001, 0.000], [0.009, -0.004, 0.013], [-0.036, 0.013, -0.031], [-0.004, 0.002, 0.017], [-0.001, -0.008, 0.011], [0.002, 0.002, -0.025], [-0.006, 0.013, 0.025], [-0.003, -0.006, 0.011], [0.012, -0.019, -0.011], [0.004, -0.008, 0.002], [-0.005, -0.005, -0.009], [-0.014, 0.017, 0.028], [0.063, -0.012, 0.087], [-0.032, -0.017, -0.012], [-0.002, 0.003, -0.011]]
}


Entry 3:
{
  "formula": "C28H23BrF5N2PRuSSi",
  "method": "ωB97M-V with the def2-TZVPD basis set",
  "multiplicity": 6,
  "total_charge": 1,
  "elements": ["Ru", "Br", "S", "P", "Si", "F", "F", "F", "F", "F", "N", "N", "C", "C", "C", "C", "C", "C", "C", "C", "C", "C", "C", "C", "C", "C", "C", "C", "C", "C", "C", "C", "C", "C", "C", "C", "C", "C", "C", "C", "H", "H", "H", "H", "H", "H", "H", "H", "H", "H", "H", "H", "H", "H", "H", "H", "H", "H", "H", "H", "H", "H", "H"],
  "coordinates": [[-0.780, -0.736, -1.179], [1.182, -2.483, -2.026], [-2.715, -4.892, -1.779], [0.224, -1.051, 0.993], [-2.420, 1.423, -2.827], [3.858, -3.641, -1.732], [1.724, 0.575, -1.407], [4.759, -2.729, 2.771], [5.527, -3.763, 0.378], [2.371, -1.598, 3.038], [-2.192, -2.168, -1.681], [-0.780, 1.323, -2.177], [3.959, -2.653, 1.723], [-1.151, -2.882, 4.409], [1.055, 4.505, -2.296], [2.263, -2.473, -0.452], [-0.543, -1.950, 3.582], [-0.384, 1.159, 2.518], [0.186, 2.231, -2.095], [-1.844, -4.172, 2.499], [-3.019, 3.064, -3.517], [-0.149, 2.389, 3.110], [-1.242, -3.247, 1.664], [2.101, 2.368, 2.265], [1.095, 2.993, 2.987], [2.327, 4.080, -1.901], [1.849, -1.910, 0.755], [3.490, -3.102, -0.576], [4.353, -3.181, 0.505], [-3.458, 0.962, -1.305], [0.016, 3.617, -2.403], [0.639, 0.508, 1.827], [1.508, 1.868, -1.686], [-2.415, -3.338, -1.724], [-0.580, -2.142, 2.203], [-2.455, 0.121, -4.187], [2.552, 2.738, -1.597], [1.877, 1.130, 1.684], [-1.794, -3.989, 3.874], [2.718, -2.051, 1.836], [1.280, 3.953, 3.450], [-3.033, 0.129, -0.737], [-2.148, -0.858, -3.822], [-3.088, 3.845, -2.758], [-1.362, 0.696, 2.596], [-0.932, 2.880, 3.672], [2.672, 0.643, 1.134], [-2.389, 3.415, -4.337], [-1.284, -3.377, 0.588], [-4.022, 2.914, -3.922], [-0.043, -1.093, 4.010], [-2.360, -5.025, 2.078], [-2.263, -4.711, 4.529], [-1.803, 0.408, -5.015], [-4.461, 0.655, -1.605], [3.140, 4.789, -1.831], [3.067, 2.845, 2.157], [-0.959, 3.957, -2.713], [-3.472, 0.034, -4.574], [3.531, 2.382, -1.304], [0.886, 5.548, -2.526], [-1.122, -2.743, 5.481], [-3.548, 1.811, -0.624]],
  "forces_ev_per_a": [[-0.551, -0.277, -0.522], [0.171, 0.022, 0.180], [0.032, 0.128, 0.036], [0.664, -0.446, 0.517], [-1.103, -0.205, -0.153], [0.071, -0.006, 0.007], [0.028, -0.221, 0.053], [0.057, -0.033, 0.039], [0.084, -0.049, -0.005], [0.030, 0.103, 0.031], [0.554, 0.535, 0.254], [0.724, -0.008, 0.257], [-0.036, -0.019, -0.036], [-0.006, 0.017, 0.113], [-0.173, 0.097, -0.062], [-0.081, 0.036, -0.093], [0.017, -0.036, -0.053], [0.002, -0.047, -0.050], [-0.225, -0.171, -0.045], [-0.031, -0.040, 0.053], [0.242, -0.185, 0.110], [-0.010, 0.046, 0.021], [0.074, 0.101, -0.066], [0.025, 0.041, -0.010], [0.025, 0.025, -0.027], [0.010, -0.095, 0.026], [-0.027, 0.142, 0.119], [-0.163, 0.026, -0.114], [-0.107, 0.051, 0.066], [0.280, 0.205, -0.399], [0.070, 0.168, -0.037], [-0.126, 0.065, -0.176], [0.003, -0.020, 0.024], [-0.071, -0.176, -0.063], [-0.222, 0.109, -0.243], [0.068, 0.341, 0.302], [0.087, 0.120, 0.014], [-0.033, -0.125, 0.043], [0.001, -0.010, -0.053], [-0.137, 0.001, -0.168], [-0.013, -0.007, 0.006], [-0.142, -0.048, 0.070], [-0.040, -0.042, -0.037], [-0.025, 0.004, -0.019], [-0.001, 0.013, 0.063], [-0.028, -0.026, -0.028], [0.022, -0.006, -0.007], [-0.041, 0.028, -0.012], [-0.038, -0.072, 0.055], [-0.008, -0.060, 0.015], [0.032, 0.001, 0.001], [0.027, 0.005, -0.030], [-0.004, 0.018, 0.009], [-0.004, 0.030, 0.009], [-0.011, -0.035, -0.004], [0.006, 0.003, -0.005], [0.001, -0.019, 0.026], [0.059, 0.011, 0.027], [-0.010, -0.017, 0.009], [-0.031, -0.031, 0.005], [0.016, -0.007, 0.001], [0.005, 0.011, -0.013], [0.015, 0.035, -0.029]]
}


Let's list energy relative to the best compared isomer or geometry (same formula, charge and spin) in order: 0.00, 0.00, 0.00 kcal per mole.